50
Properties=species:S:1:pos:R:3:mulliken_charge:R:1 method="wB97M-V/def2-TZVPD" homo_lumo_gap_ev="6.4263 / 6.1484" total_charge=0 spin_multiplicity=3 total_energy_ha=-5365.6473 lumo_ev="-1.352 / -1.691"
Mo 1.09135 0.75967 1.45260 0.327
C 1.66970 -4.61242 -4.17018 -1.506
C 1.40647 -3.25333 -3.58562 0.968
C 0.67134 -2.30326 -4.29017 -0.707
C 0.43621 -1.04569 -3.75920 -0.257
C 0.95293 -0.73480 -2.51271 -0.046
C 1.71005 -1.65464 -1.80280 -0.511
C 1.92794 -2.91070 -2.33865 -0.973
S 0.62754 0.83397 -1.75226 1.313
O 1.84699 1.53271 -1.47565 -0.703
O -0.37242 1.52794 -2.51613 -0.693
N 0.02952 0.42262 -0.24660 0.643
C -1.27300 -0.07324 -0.14021 0.616
C -2.13251 -0.42572 -1.16442 -0.962
C -3.41647 -0.91542 -0.87503 -1.033
C -3.85795 -1.07937 0.40861 -0.910
C -3.00440 -0.75881 1.48349 0.647
C -3.32554 -0.96064 2.84271 -0.541
C -2.40096 -0.66134 3.80651 -1.017
C -1.16084 -0.13009 3.43613 -0.023
N -0.83408 0.09400 2.17602 0.603
C -1.72323 -0.23870 1.19762 0.530
H 0.84504 -4.94669 -4.79840 0.376
H 1.83493 -5.34928 -3.38545 0.369
H 2.56945 -4.58151 -4.78906 0.299
H 0.27451 -2.54926 -5.26763 0.376
H -0.14141 -0.30305 -4.29597 0.522
H 2.13766 -1.38230 -0.84810 0.439
H 2.50972 -3.63346 -1.77996 0.401
H -1.82245 -0.30204 -2.18851 0.401
H -4.06454 -1.17700 -1.70141 0.396
H -4.84891 -1.46267 0.61507 0.405
H -4.29333 -1.36994 3.10489 0.441
H -2.60080 -0.83538 4.85400 0.409
H -0.40943 0.11312 4.17741 0.323
S 1.98154 1.25854 4.00731 -0.339
As 3.44358 0.21983 2.79791 0.372
S 1.95825 -1.34282 1.97323 -0.362
S 3.43631 1.48671 1.01470 -0.276
S 5.20837 -0.45246 3.63799 -0.418
C 0.29835 4.35609 2.97388 -1.031
C 0.39134 3.74947 1.61938 0.821
C 0.28250 4.58761 0.39690 -1.070
O 0.57096 2.53362 1.49644 -0.417
H 1.08044 5.10831 3.08970 0.345
H 0.42152 3.59194 3.73710 0.179
H -0.66505 4.85634 3.09404 0.352
H -0.74617 4.94105 0.28970 0.327
H 0.55380 4.00909 -0.48512 0.208
H 0.92516 5.46339 0.48589 0.387